1.
DFT (wB97M-V/def2-TZVPD) results for an isolated ion of composition C5H13N2O and charge -1.

Last column: Mulliken charge in e.
CARTESIAN COORDINATES (ANGSTROEM)
O -0.48079 1.63430 2.35776  -0.893
N 0.21605 -3.55806 -1.07979  -0.625
N -0.18967 -1.17214 -1.22413  -0.438
C -0.52822 0.05374 -0.44755  -0.437
C -0.18668 -2.36591 -0.37740  -0.492
C 0.39298 1.21128 -0.76028  -0.749
C 0.53019 2.13980 1.62549  -0.465
C 0.10873 2.40455 0.14764  -0.522
H -0.51081 -0.16062 0.61997  0.332
H -1.16992 -2.54032 0.06448  0.336
H 0.29643 1.43168 -1.83437  0.282
H 0.95919 -3.35512 -1.74159  0.268
H 1.39125 1.42255 1.55533  0.134
H 0.44707 3.31005 -0.36690  0.409
H 1.41287 0.86992 -0.59424  0.269
H 0.46466 -2.13131 0.46380  0.372
H -0.58829 -3.94351 -1.56698  0.252
H -0.97365 2.56748 0.22696  0.263
H 0.97088 3.10022 2.00144  0.232
H -0.92665 -1.31176 -1.90745  0.232
H -1.55485 0.37654 -0.62268  0.240

LUMO energy	0.1321	Ha
F_max	0.0162	hartree/bohr
structure (SMILES)	NCNCCCC[O-]
M	117.172	g mol⁻¹
relative energy (zero: lowest compared OMol25 entry of this formula, charge and spin)	100.18	kJ/mol
multiplicity	1
frontier orbital gap	5.826	eV
charge	-1
calculated total energy	-10422.6606	eV

***

2.
DFT (wB97M-V/def2-TZVPD) results for an isolated ion of composition C5H13N2O and charge -1 in a non-equilibrium geometry.

Last column: Mulliken charge in e.
CARTESIAN COORDINATES (ANGSTROEM)
O 0.99842 -2.79840 -1.59034  -0.865
N -0.97175 3.26650 0.80940  -0.715
N 0.17457 1.14537 0.30859  -0.382
C 1.41356 -2.48577 -0.36024  -0.601
C -1.15364 -0.92138 -0.37871  -1.412
C 1.40881 -0.81273 -0.18948  -0.819
C -1.11023 1.82677 0.40971  -0.447
C 0.05910 -0.34259 0.32828  0.374
H -1.65831 1.90379 -0.56727  0.250
H 2.23920 -0.53859 0.48372  0.448
H 0.62832 1.46298 -0.53881  0.316
H -2.13550 -0.62853 -0.04090  0.362
H 1.77948 -0.48496 -1.15475  0.298
H 0.60883 -2.88118 0.29924  0.260
H -0.46957 3.74178 0.06326  0.255
H -1.11523 -2.01150 -0.51004  0.409
H 2.48354 -2.67879 -0.03973  0.241
H -1.17303 -0.68906 -1.45323  0.308
H -0.28624 3.24672 1.56189  0.305
H -1.68279 1.34713 1.19635  0.382
H -0.03755 -0.66757 1.36304  0.033

LUMO energy	0.1374	Ha
F_max	0.0595	hartree/bohr
structure (SMILES)	C[C@@H](CC[O-])NCN
M	117.172	g mol⁻¹
relative energy (zero: lowest compared OMol25 entry of this formula, charge and spin)	143.91	kJ/mol
multiplicity	1
frontier orbital gap	5.936	eV
charge	-1
calculated total energy	-10422.2073	eV

***

3.
DFT (wB97M-V/def2-TZVPD) results for an isolated ion of composition C5H13N2O and charge -1 in a non-equilibrium geometry.

Last column: Mulliken charge in e.
CARTESIAN COORDINATES (ANGSTROEM)
O 1.05596 -1.72049 2.42874  -0.852
N 0.42726 2.12362 -1.74441  -0.672
N 0.88166 -0.93311 0.12368  -0.247
C -0.44157 -0.39532 0.34208  0.425
C -0.14513 0.78534 -1.95602  -0.832
C -0.66377 0.43503 1.62291  -1.429
C 1.20121 -2.03985 1.16527  -0.534
C -1.10337 0.26061 -0.91792  -0.772
H -1.78157 1.06375 -0.59686  0.318
H -0.37084 1.48739 1.46922  0.248
H 0.68663 0.08662 -1.95958  0.412
H -0.17908 2.60148 -1.15642  0.282
H -1.07970 -1.26429 0.54400  0.118
H -1.79186 -0.47150 -1.33440  0.417
H -0.06855 0.06298 2.45125  0.358
H 2.23184 -2.29996 0.82815  0.305
H -1.75178 0.53291 1.76014  0.353
H 0.50232 -2.84308 0.82327  0.264
H 1.29723 2.07633 -1.24185  0.297
H 1.58179 -0.22485 0.33166  0.225
H -0.48870 0.67637 -2.98289  0.315

LUMO energy	0.1460	Ha
F_max	0.0434	hartree/bohr
structure (SMILES)	C[C@@H](CCN)NC[O-]
M	117.172	g mol⁻¹
relative energy (zero: lowest compared OMol25 entry of this formula, charge and spin)	87.01	kJ/mol
multiplicity	1
frontier orbital gap	6.745	eV
charge	-1
calculated total energy	-10422.7971	eV